1.
Here is a cluster of 7 separate species, C22H47BFO7 in total from the OMol25 dataset. Energies are from ωB97M-V with the def2-TZVPD basis set.

Summary:
Gap between HOMO and LUMO   6.15 eV
Energy relative to the best compared isomer or geometry (same formula, charge and spin)   10.5 kJ/mol
E_tot   -1517.8865 a.u.
Net charge   -1

XYZ file:
```
78
Properties=species:S:1:pos:R:3:mulliken_charge:R:1
C -1.84132 1.39680 4.87863 -1.13
C -1.13915 0.35106 4.03096 -0.16
O -0.03136 0.89879 3.39859 -0.80
B 1.03276 -0.08845 2.96861 1.14
C 2.05921 -0.41077 4.23205 -0.98
C 2.37975 0.82940 4.97951 0.43
F 3.26133 0.62313 6.10817 -0.39
H -1.31888 1.59020 5.81586 0.18
H -1.87198 2.33646 4.32470 0.26
H -2.86631 1.10390 5.11951 0.38
H -1.83955 -0.05943 3.28356 0.30
H -0.85049 -0.49732 4.67250 0.22
H 0.52245 -1.14954 2.58944 -0.36
H 1.65314 0.41249 2.02332 -0.44
H 1.61604 -1.13906 4.92215 0.19
H 2.98066 -0.85577 3.84382 0.19
H 1.49210 1.29331 5.40697 -0.13
H 2.89913 1.55979 4.35565 0.16
C 0.11438 1.23509 -2.20267 -0.51
C -0.01318 0.83773 -0.74383 0.73
O -0.12055 -0.32071 -0.41713 -0.54
C -0.00386 1.94593 0.28220 -0.73
H 0.08675 0.34133 -2.82205 -0.23
H -0.69019 1.91186 -2.49946 0.15
H 1.06666 1.74735 -2.36257 0.50
H -0.82116 2.64423 0.07616 0.39
H 0.93101 2.50734 0.21121 0.32
H -0.09603 1.52272 1.28243 -0.11
C 0.29594 -3.26171 -1.78695 -0.08
C 0.24496 -4.39769 -0.79695 0.55
O 0.99529 -4.50062 0.14159 -0.58
C -0.82004 -5.44194 -1.07842 -1.09
H 1.05445 -2.53687 -1.50266 0.19
H 0.52282 -3.68843 -2.76855 0.26
H -0.66659 -2.76313 -1.85591 -0.22
H -0.66782 -5.87323 -2.06992 0.31
H -1.80514 -4.97306 -1.08739 0.25
H -0.77867 -6.22092 -0.32056 0.35
C 2.09654 2.83294 8.11934 -0.94
C 1.10731 2.70664 9.24496 0.84
O -0.03187 3.10462 9.17589 -0.57
C 1.62639 2.03748 10.50247 -1.10
H 1.62806 3.31125 7.26233 0.24
H 2.95084 3.42924 8.44868 0.39
H 2.47254 1.85467 7.81510 0.22
H 2.48328 2.58996 10.89324 0.31
H 1.97264 1.02943 10.26776 0.31
H 0.83945 1.99510 11.25155 0.31
C 3.06688 -2.33046 -3.81071 -1.16
C 2.06976 -2.04082 -4.90597 0.92
O 1.20826 -1.20464 -4.77660 -0.49
C 2.20454 -2.85417 -6.17424 -1.22
H 2.86994 -1.69366 -2.95311 0.21
H 2.99815 -3.37668 -3.50691 0.32
H 4.08303 -2.16463 -4.17532 0.45
H 2.10856 -3.91716 -5.94549 0.32
H 3.19344 -2.70504 -6.61208 0.35
H 1.43681 -2.55975 -6.88541 0.32
C -2.41896 -0.82692 -3.17083 -0.54
C -2.79798 -2.09416 -3.88971 0.77
O -2.57617 -3.18872 -3.42447 -0.53
C -3.46448 -1.93084 -5.23873 -1.26
H -1.94906 -1.05738 -2.21656 0.07
H -1.72919 -0.23791 -3.77747 0.04
H -3.30117 -0.20548 -3.00475 0.45
H -2.80755 -1.37355 -5.90920 0.31
H -4.38456 -1.35304 -5.13224 0.33
H -3.68757 -2.90682 -5.66338 0.35
C -3.27794 3.69296 -5.96116 -1.23
C -2.08129 3.16516 -5.20310 0.87
O -2.18585 2.30109 -4.36800 -0.45
C -0.74172 3.77555 -5.54370 -1.08
H -4.17802 3.18127 -5.63077 0.30
H -3.38161 4.76693 -5.79583 0.34
H -3.13780 3.54279 -7.03335 0.35
H -0.76358 4.85228 -5.36475 0.36
H -0.52063 3.62715 -6.60257 0.34
H 0.03400 3.31505 -4.93747 0.22
```

2.
Here is a cluster of 3 separate species, C22H47BN2O10 in total from the OMol25 dataset. Energies are from ωB97M-V with the def2-TZVPD basis set.

Summary:
Gap between HOMO and LUMO (alpha / beta)   6.60 / 6.64 eV
Energy relative to the best compared isomer or geometry (same formula, charge and spin)   0.0 kJ/mol
Spin multiplicity   2
E_tot   -1753.2186 a.u.
Net charge   -1

XYZ file:
```
82
Properties=species:S:1:pos:R:3:mulliken_charge:R:1
C 5.89227 1.21205 1.45805 -1.63
C 5.10490 0.18443 0.61898 2.41
C 4.97255 0.70699 -0.81823 -1.97
C 3.71115 -0.05038 1.24790 -2.28
C 3.21284 -1.50341 1.29429 2.29
B 1.64099 -1.43259 1.22648 0.44
N 0.85344 -0.99892 2.37243 -0.56
O 0.98295 -1.73341 0.04650 -0.69
C 3.53652 -2.21758 2.66343 0.07
O 3.11346 -3.39054 2.72269 -0.76
O 4.15287 -1.55289 3.54137 -0.77
C 3.79742 -2.30710 0.13571 -2.92
C 5.33314 -2.35285 0.10179 1.95
C 5.87445 -3.44090 1.03842 -1.85
C 5.80934 -2.64797 -1.32863 -1.64
N 5.91240 -1.06669 0.58878 0.47
O 7.12422 -0.88531 0.22835 -0.70
H 6.32437 1.99716 0.83462 0.32
H 6.71463 0.71818 1.97100 0.37
H 5.25313 1.66909 2.21221 0.39
H 5.94686 1.01827 -1.19814 0.41
H 4.55285 -0.03905 -1.49374 0.37
H 4.31113 1.57670 -0.81067 0.48
H 3.69101 0.31759 2.27193 0.30
H 3.00767 0.55961 0.66224 0.39
H 0.33640 -0.13681 2.25955 0.21
H 1.41331 -0.93749 3.21603 0.27
H 0.08852 -1.37669 0.03343 0.22
H 3.42128 -1.91927 -0.81872 0.42
H 3.44260 -3.33591 0.22096 0.67
H 5.38770 -4.39361 0.82661 0.35
H 6.95256 -3.53775 0.89236 0.49
H 5.69835 -3.18039 2.08001 0.42
H 5.05559 -3.27212 -1.81707 0.34
H 5.93099 -1.74084 -1.91901 0.36
H 6.74782 -3.20080 -1.33180 0.35
C -4.83750 -2.40084 2.63203 -0.77
O -4.86830 -2.26992 1.22934 -0.28
C -4.19584 -1.10429 0.79154 -0.45
C -3.91440 -1.18744 -0.69270 -0.11
O -2.77106 -1.95986 -1.00474 -0.41
C -2.89271 -3.37126 -0.93778 -0.45
C -3.59202 -3.97616 -2.13198 -0.63
O -4.99859 -3.83768 -2.02271 -0.22
C -5.65052 -4.13144 -3.23214 -0.78
H -5.31293 -1.54311 3.12449 0.30
H -5.38832 -3.30385 2.88804 0.23
H -3.80986 -2.49108 3.00085 0.33
H -3.24612 -0.98707 1.32877 0.33
H -4.82451 -0.22370 0.99539 0.39
H -3.67253 -0.18165 -1.04220 -0.01
H -4.79793 -1.53444 -1.23551 0.28
H -3.37744 -3.68543 -0.01097 0.24
H -1.86642 -3.74176 -0.93052 0.40
H -3.33260 -5.04251 -2.19406 0.45
H -3.23683 -3.48079 -3.04516 0.34
H -5.34121 -3.44523 -4.03029 0.32
H -6.72049 -4.02093 -3.06441 0.23
H -5.44721 -5.15881 -3.56010 0.31
C -5.06122 3.43485 -2.36332 -0.77
O -4.24859 3.97231 -1.34813 -0.33
C -3.90108 2.99932 -0.37899 -0.15
C -2.75129 3.47022 0.48113 -0.61
O -1.48363 3.30261 -0.12580 -0.32
C -1.09867 4.27632 -1.07996 -0.49
C -0.57630 5.55407 -0.46510 -0.59
O -1.64471 6.37898 -0.03489 -0.26
C -1.20030 7.42666 0.79218 -0.76
H -5.99443 3.02545 -1.95638 0.32
H -5.30178 4.24179 -3.05294 0.24
H -4.54160 2.63921 -2.91029 0.31
H -3.61657 2.06172 -0.87208 -0.04
H -4.77471 2.80489 0.26073 0.55
H -2.72598 2.83445 1.36884 0.44
H -2.91331 4.50298 0.80015 0.20
H -1.91212 4.49578 -1.77644 0.22
H -0.27857 3.81981 -1.63709 0.39
H 0.02450 6.09163 -1.21275 0.45
H 0.07280 5.30390 0.38366 0.35
H -0.72956 7.04243 1.70471 0.32
H -2.07032 8.02130 1.06460 0.23
H -0.47889 8.06975 0.27287 0.31
```

3.
Here is a structure of composition C22H47CrNO4Si2 from the OMol25 dataset. Energies are from ωB97M-V with the def2-TZVPD basis set.

Summary:
Gap between HOMO and LUMO (alpha / beta)   5.82 / 8.20 eV
Spin multiplicity   5
E_tot   -2845.5540 a.u.
Net charge   0

XYZ file:
```
77
Properties=species:S:1:pos:R:3:mulliken_charge:R:1
O -0.44513 -1.33680 -1.44515 1.07
O 0.97495 0.84604 -3.27168 0.27
C 0.35427 -2.54198 -1.85334 -0.34
C -0.32102 -3.83262 -1.47089 -1.41
H 1.30543 -2.41520 -1.34108 0.22
H 0.49353 -2.42111 -2.93012 0.57
H -0.47190 -3.94278 -0.38820 0.25
H 0.33865 -4.64698 -1.79229 0.45
H -1.27376 -3.96190 -1.99173 0.33
C -1.62071 -0.88395 -2.22191 0.65
C -1.43298 -1.16097 -3.67804 -1.78
H -1.68394 0.19519 -2.03857 0.14
H -2.49732 -1.38155 -1.81483 0.19
H -0.60983 -0.55340 -4.07681 0.17
H -2.33813 -0.88837 -4.23243 0.42
H -1.24844 -2.21857 -3.89685 0.49
C 0.54206 2.19206 -3.05829 -0.23
C 2.29196 0.64481 -3.78075 -0.21
C -0.57065 2.53836 -4.02405 -1.25
H 1.38496 2.89870 -3.16645 0.51
H 0.17100 2.24859 -2.02115 0.00
H -0.20209 2.53099 -5.05416 0.30
H -0.94392 3.54303 -3.80452 0.44
H -1.40834 1.83671 -3.94575 0.17
C 2.32284 0.71880 -5.29529 -1.38
H 2.58014 -0.35835 -3.44113 0.19
H 2.99194 1.37335 -3.34192 0.29
H 1.57401 0.06011 -5.74600 0.26
H 3.30957 0.40093 -5.64631 0.43
H 2.14956 1.74244 -5.64463 0.32
H -0.32979 -1.11362 -0.43208 -0.16
Cr 0.12408 -0.43733 1.71832 -0.51
C 1.38034 0.03812 0.07449 0.68
Si 3.10198 0.42978 0.71080 0.30
H 1.59781 -0.70544 -0.69820 -0.82
H 0.98394 0.91120 -0.47236 -0.16
C 4.32034 -0.70485 -0.18841 -1.08
C 3.34128 0.10596 2.54129 -1.04
C 3.54289 2.22234 0.37492 -1.07
C -1.67320 -1.40414 1.40157 -0.81
Si -3.09748 -0.19571 1.36512 0.71
H -1.78437 -2.01745 2.31241 0.54
H -1.70868 -2.14479 0.58633 0.41
C -4.42185 -0.81934 0.18765 -1.27
C -2.53816 1.51230 0.80238 -1.02
C -3.84163 -0.03489 3.08166 -1.01
H 3.01397 2.60225 -0.50899 0.23
H 4.62176 2.33576 0.20457 0.36
H 3.26766 2.85208 1.23203 0.30
H 4.09271 -1.75601 0.04710 0.28
H 5.34839 -0.49556 0.14303 0.39
H 4.27143 -0.58026 -1.28013 0.23
H 2.87383 -0.83535 2.86116 0.16
H 2.91473 0.91334 3.14582 0.27
H 4.41711 0.04430 2.76872 0.42
H -3.10486 1.81295 -0.08903 0.43
H -1.46943 1.57816 0.55335 0.04
H -2.74088 2.25601 1.58453 0.46
H -4.72971 0.61036 3.05326 0.32
H -3.14569 0.38130 3.82168 0.18
H -4.15377 -1.02123 3.44913 0.31
H -5.38768 -0.35400 0.42377 0.34
H -4.52715 -1.90651 0.29462 0.34
H -4.18558 -0.60462 -0.86054 0.28
O 0.86784 -2.45706 5.05825 -0.72
C 0.57943 -1.64866 4.18850 0.28
O 0.77524 -1.79182 2.87373 -0.56
C -0.06197 -0.34411 4.54818 0.16
C -0.51439 -0.03332 5.82342 -0.67
C -1.13727 1.19657 6.03936 -0.47
C -1.24418 2.06922 4.95400 -0.74
C -0.76124 1.71419 3.70204 -0.64
N -0.21347 0.48594 3.47720 0.82
H -0.35968 -0.78641 6.59385 0.55
H -1.51675 1.46259 7.03143 0.40
H -1.71334 3.04244 5.06654 0.42
H -0.79129 2.38974 2.84787 0.58
```

4.
Here is a structure of composition C22H47F3O6Si2 from the OMol25 dataset. Energies are from ωB97M-V with the def2-TZVPD basis set.

Summary:
Gap between HOMO and LUMO   6.37 eV
E_tot   -2195.9915 a.u.
Net charge   0

XYZ file:
```
80
Properties=species:S:1:pos:R:3:mulliken_charge:R:1
C 2.96776 -0.62972 5.92894 -0.63
C 1.91911 0.37837 5.58544 -0.20
Si 1.10116 0.52289 3.80605 0.48
C -0.72338 1.10252 4.13143 -0.83
C -1.85618 0.27215 3.28791 -0.29
C -2.29321 -1.17015 3.92643 0.47
F -3.59690 -1.75445 3.44065 -0.28
C -1.52648 -1.99133 4.90024 0.09
F -1.76135 -2.07781 6.36209 -0.23
F -0.43655 -2.86011 4.31815 -0.20
O 2.04033 1.61287 2.79818 -0.34
Si 3.16500 0.68547 1.77498 0.48
C 4.09521 -0.71854 2.72350 -0.34
C 5.19154 -1.48162 1.71670 -0.45
O 4.42369 -2.54239 1.03811 -0.23
C 5.29634 -3.52720 0.38074 0.51
C 5.55661 -5.07816 0.94868 -0.77
O 5.89700 -3.18433 -0.78267 -0.53
H 4.03985 -0.20997 6.19555 0.29
H 2.76611 -1.79818 5.87415 0.27
H 1.48790 1.14489 6.38479 0.26
H 1.11009 -0.79042 3.16160 -0.11
H -0.77030 2.22557 3.73129 0.37
H -0.95638 1.18978 5.29582 0.36
H -1.52412 0.19897 2.14596 0.26
H -2.84208 0.94347 3.27577 0.16
H 2.39484 0.11157 0.65193 -0.11
H 4.14303 1.61615 1.17723 -0.24
H 3.37863 -1.59575 3.10058 0.22
H 4.62502 -0.23326 3.66156 0.18
H 5.55046 -0.62251 0.97173 0.22
H 6.12442 -1.90182 2.30990 0.34
H 6.59760 -5.15760 1.51697 0.23
H 4.64884 -5.43101 1.63750 0.28
H 5.60638 -5.83953 0.03376 0.28
C -6.06072 -0.73226 -1.77165 -0.81
C -5.13155 0.23411 -1.05629 -0.11
O -5.81944 1.25269 -0.33477 -0.46
C -6.67987 0.81859 0.71537 -0.44
C -5.95581 0.06761 1.81873 -0.73
H -6.76908 -0.18988 -2.40594 0.28
H -5.48609 -1.42487 -2.39399 0.14
H -6.64513 -1.32504 -1.06306 0.30
H -4.51689 0.74440 -1.80368 0.29
H -4.43929 -0.29912 -0.39581 0.18
H -7.50714 0.22781 0.30976 0.29
H -7.12607 1.72299 1.14367 0.34
H -5.55770 -0.88565 1.45969 0.23
H -6.63870 -0.14600 2.64780 0.47
H -5.11247 0.65246 2.19738 0.06
C -3.43425 -0.95522 -6.56388 -1.06
C -2.51209 -1.04008 -5.35915 -0.30
O -3.09468 -1.71234 -4.24563 -0.37
C -3.46482 -3.07405 -4.44649 -0.28
C -2.29272 -3.97392 -4.79584 -1.18
H -4.39861 -0.52005 -6.28297 0.28
H -2.98278 -0.34003 -7.34806 0.40
H -3.63319 -1.94349 -6.98669 0.26
H -2.28304 -0.02442 -5.02334 0.32
H -1.55562 -1.50270 -5.62549 0.31
H -4.25810 -3.14596 -5.19712 0.36
H -3.90004 -3.41899 -3.50199 0.29
H -1.87021 -3.72020 -5.77217 0.27
H -2.61167 -5.02098 -4.83120 0.39
H -1.49240 -3.87314 -4.05693 0.32
C 2.21032 4.66530 -2.71630 -1.06
C 2.61875 4.77725 -1.25698 -0.32
O 3.70032 3.91896 -0.90365 -0.31
C 4.93315 4.13447 -1.58575 -0.31
C 5.52042 5.51499 -1.35144 -1.08
H 2.00831 3.62291 -2.98259 0.30
H 1.31259 5.26057 -2.90856 0.39
H 2.99932 5.02493 -3.38201 0.25
H 1.77024 4.47987 -0.63378 0.32
H 2.85227 5.81368 -0.99041 0.28
H 4.81781 3.92824 -2.65444 0.30
H 5.63504 3.38675 -1.20009 0.30
H 4.89331 6.29655 -1.78965 0.26
H 6.51430 5.58988 -1.80520 0.39
H 5.60404 5.72455 -0.28104 0.30
```